## A
The following is a quantum chemistry calculation of 2 unconnected molecules or ions with the total composition C9H14O, from OMol25.

Each line ends with the Löwdin charge.
Geometry (Å):
1 C 3.18435 3.15469 -0.69312  -0.1191
2 C 0.96396 -0.46944 -0.46844  -0.4132
3 C 1.45277 -0.09939 -1.69938  -0.1241
4 C 0.92689 0.39036 0.65422  -0.1141
5 C 2.06670 1.18856 -1.81251  -0.1445
6 C 1.74680 1.55411 0.56720  -0.1461
7 C 2.32276 1.93030 -0.62817  -0.3847
8 O 0.41088 -1.72654 -0.25738  -0.0364
9 H 0.06437 -2.10253 -1.07424  0.0735
10 H 1.40357 -0.88496 -2.44645  0.0697
11 H 0.53395 -0.06585 1.54312  0.0558
12 H 2.50338 1.61367 -2.71385  0.0527
13 H 1.93110 2.19309 1.43504  0.0768
14 H 3.91459 3.02180 -1.50845  0.0536
15 H 3.85284 3.29856 0.16005  0.0592
16 H 2.73136 4.09623 -1.01564  0.0557
17 C -3.41258 -1.54361 1.58453  -0.1629
18 C -4.06164 -2.75341 0.87984  -0.1666
19 H -2.89352 -0.86859 0.90378  0.0599
20 H -4.06623 -0.88207 2.12969  0.0452
21 H -2.69395 -1.92554 2.31325  0.0595
22 H -5.14863 -2.60802 0.80829  0.0515
23 H -3.92888 -3.62411 1.49857  0.0469
24 H -3.80484 -2.88730 -0.15997  0.0518

Summary:
<S²>: 0.76
net charge: -1
highest occupied orbital energy (alpha / beta): 0.029 / -0.117 Ha
HOMO-LUMO gap (alpha / beta): 0.094 / 0.240 Ha
spin multiplicity: 2

***

## B
The following is a quantum chemistry calculation of 2 unconnected molecules or ions with the total composition C9H14O, from OMol25.

Each line ends with the Löwdin charge.
Geometry (Å):
1 C -0.88673 -1.72431 -2.17034  -0.1455
2 C -0.48319 -0.78689 0.06587  -0.1877
3 C -0.18729 -1.78064 -0.87184  -0.3786
4 C 0.08545 -0.96086 1.30659  -0.2296
5 C 0.91363 -2.70563 -0.77983  -0.1207
6 C 1.05880 -1.87504 1.49493  -0.2072
7 C 1.64799 -2.70662 0.44404  -0.1922
8 H -1.27800 0.03699 -0.21556  0.1063
9 H -0.19404 -0.32267 2.10952  0.0644
10 H -0.84691 -2.64734 -2.79844  0.0676
11 H -0.74439 -0.81550 -2.78335  0.0593
12 H 1.23184 -3.36284 -1.55335  0.0598
13 H 1.58527 -2.12309 2.47333  0.0814
14 H 2.51767 -3.33317 0.69301  0.0428
15 H -1.94103 -1.73885 -1.84162  0.0561
16 C 0.26834 2.55901 0.25201  -0.3963
17 C -1.11562 3.08124 0.91290  -0.0852
18 O 1.01699 3.43839 -0.41988  -0.0750
19 H 0.75689 2.19780 1.17148  0.0973
20 H 0.18295 1.59526 -0.29537  0.0811
21 H -1.55139 2.23230 1.49092  0.0650
22 H 0.52023 4.29174 -0.52286  0.1043
23 H -1.71484 3.64012 0.11594  0.0738
24 H -0.84264 3.81061 1.72188  0.0587

Summary:
<S²>: 0.76
net charge: -1
highest occupied orbital energy (alpha / beta): 0.033 / -0.126 Ha
HOMO-LUMO gap (alpha / beta): 0.086 / 0.243 Ha
spin multiplicity: 2

***

## C
The following is a quantum chemistry calculation of 2 unconnected molecules or ions with the total composition C9H14O, from OMol25.

Each line ends with the Löwdin charge.
Geometry (Å):
1 C -0.72155 1.82540 -2.15961  -0.1084
2 C -1.56373 -1.28409 -0.11103  -0.1130
3 C -1.27888 -0.38662 -1.22200  -0.1428
4 C -1.63170 -0.74700 1.18784  -0.4301
5 C -0.99952 0.92370 -0.97586  -0.3933
6 C -1.29640 0.57419 1.38624  -0.1268
7 C -0.96477 1.47545 0.32277  -0.1360
8 O -1.95252 -1.55377 2.25749  -0.0302
9 H -1.92170 -2.30321 -0.26455  0.0675
10 H -1.52935 -0.77083 -2.20763  0.0749
11 H -1.27651 -1.53590 2.94668  0.0802
12 H -1.48018 0.95090 2.39375  0.0737
13 H -1.57987 2.42097 -2.45212  0.0543
14 H -0.21231 1.27816 -2.95177  0.0543
15 H -0.70091 2.52263 0.42192  0.0608
16 H 0.05427 2.60226 -1.93581  0.0648
17 C 2.59076 0.01866 0.48346  -0.1596
18 C 2.10455 -1.45823 0.39736  -0.1633
19 H 1.89925 0.74520 0.08479  0.0445
20 H 2.86018 0.16210 1.54707  0.0509
21 H 3.61044 0.04076 0.09723  0.0411
22 H 2.46649 -2.09841 1.19969  0.0498
23 H 2.47141 -1.78717 -0.59460  0.0520
24 H 1.05257 -1.61516 0.14869  0.0347

Summary:
<S²>: 0.76
net charge: -1
highest occupied orbital energy (alpha / beta): 0.023 / -0.128 Ha
HOMO-LUMO gap (alpha / beta): 0.122 / 0.267 Ha
spin multiplicity: 2

***

## D
The following is a quantum chemistry calculation of 2 unconnected molecules or ions with the total composition C9H14O, from OMol25.

Each line ends with the Löwdin charge.
Geometry (Å):
1 C -2.14906 -1.13920 -1.42553  -0.1268
2 C -1.36079 -0.57970 -2.76572  -0.1396
3 H -1.44115 -0.84676 -0.48290  0.0920
4 H -3.10291 -0.66119 -1.52839  0.0246
5 H -2.10521 -2.25772 -1.39318  0.0478
6 H -0.49995 -0.12781 -2.36905  0.0021
7 H -1.89124 0.08982 -3.41764  0.0335
8 H -1.15960 -1.50640 -3.31632  0.0407
9 C -2.01824 0.99404 1.55239  -0.1237
10 C 1.22813 1.08395 -0.45257  -0.1394
11 C 0.10519 1.49740 0.18520  -0.1319
12 C 1.77012 -0.09798 0.13600  -0.3700
13 C -0.57235 0.69420 1.18604  -0.3398
14 C 1.09885 -0.87207 1.17966  -0.1108
15 C 0.06840 -0.40003 1.86789  -0.1863
16 O 2.81355 -0.77431 -0.38472  -0.0709
17 H 1.66434 1.61638 -1.24826  0.0472
18 H -0.27819 2.43904 -0.08536  0.0673
19 H 3.15333 -0.24446 -1.16541  0.0999
20 H 1.56211 -1.80589 1.32941  0.0778
21 H -2.12414 0.85183 2.70894  0.0728
22 H -2.77909 0.43947 1.22766  -0.0163
23 H -0.38031 -0.98255 2.70264  0.0728
24 H -2.14782 2.10711 1.33550  0.0771

Summary:
<S²>: 0.76
net charge: -1
highest occupied orbital energy (alpha / beta): 0.038 / -0.098 Ha
HOMO-LUMO gap (alpha / beta): 0.108 / 0.243 Ha
spin multiplicity: 2

***

Tell me which of them is the least stable. Sure, it is D.

***

## A
The following is a quantum chemistry calculation of a gas-phase ion, C11H12N3 (charge +1), from OMol25.

Each line ends with the Löwdin charge.
Geometry (Å):
1 C -0.06548 1.02997 1.76427  -0.0268
2 C 0.30785 -1.37854 -1.87201  0.0053
3 C 1.52909 1.80587 -0.35183  -0.0149
4 C -0.48685 -0.87569 -0.66268  -0.0810
5 C -0.90684 0.10076 1.29869  -0.2346
6 C -0.10480 -1.81835 0.43637  -0.2975
7 C 2.54934 -0.24088 -1.44580  0.1195
8 C 0.70927 2.06790 0.91455  -0.1062
9 C -0.82330 -1.28562 1.76979  -0.0529
10 C -1.35023 0.04779 -0.13098  -0.1574
11 C -2.14404 1.04106 -0.83952  -0.0061
12 N 2.05195 0.76426 -0.85494  0.1436
13 N 0.41485 -2.96503 0.42073  0.1732
14 N 1.56755 -1.00092 -2.10395  0.0527
15 H 0.33164 0.65167 2.81023  0.1559
16 H -0.19023 -2.04938 -2.56947  0.1409
17 H 1.49315 2.75746 -0.81864  0.1285
18 H 0.13056 3.00755 0.69954  0.1327
19 H 1.56589 2.56961 1.47161  0.1557
20 H -0.18675 -1.38024 2.60565  0.1006
21 H -1.76589 -1.78549 1.98363  0.1342
22 H -2.96517 0.60327 -1.30054  0.0699
23 H -1.50780 1.45869 -1.65119  0.1104
24 H -2.55376 1.79522 -0.09122  0.1273
25 H 0.38033 -3.38068 1.34728  0.0736
26 H 2.01964 -1.54029 -2.82956  0.1534

Summary:
<S²>: 2.03
net charge: +1
highest occupied orbital energy (alpha / beta): -0.410 / -0.454 Ha
HOMO-LUMO gap (alpha / beta): 0.262 / 0.195 Ha
spin multiplicity: 3

***

## B
The following is a quantum chemistry calculation of a molecular structure, C11H12N3, from OMol25.

Each line ends with the Löwdin charge.
Geometry (Å):
1 C 2.25665 0.09348 1.37812  -0.1923
2 C -1.84927 -1.65570 1.20757  -0.0279
3 C -2.39418 -0.38189 1.30587  0.0148
4 C -0.84738 -1.89012 0.34399  -0.0070
5 C -1.15188 0.39198 -0.61171  0.0234
6 C -2.09879 0.57926 0.38412  -0.2619
7 C -0.43203 -0.81895 -0.51303  -0.2618
8 C 3.19824 1.32809 0.00408  -0.0530
9 C 2.33412 -0.92692 -0.47979  -0.0438
10 C -2.76857 1.94593 0.28842  -0.0410
11 C 0.60363 -0.96770 -1.57012  0.0696
12 N 2.99597 1.06902 1.32976  0.1619
13 N 1.67256 -0.81962 0.82273  0.1466
14 N 3.06965 0.29406 -0.81131  0.1166
15 H -2.18819 -2.42598 1.76258  0.0886
16 H -3.18758 -0.02209 2.07404  0.1630
17 H -0.26227 -2.68809 0.09112  0.0974
18 H -1.15783 1.19926 -1.29093  0.1171
19 H 3.57706 2.21699 -0.22871  0.1040
20 H 2.80434 -1.76030 -0.81461  0.1121
21 H -3.30811 2.19257 -0.57556  0.0584
22 H -3.64279 1.91008 1.11360  0.1244
23 H -2.20568 2.83718 0.59110  0.0869
24 H 0.72375 -1.97491 -2.01184  0.1123
25 H 0.56933 -0.00028 -2.18909  0.1241
26 H 3.68926 0.27462 -1.60042  0.1673

Summary:
<S²>: 2.03
net charge: +1
highest occupied orbital energy (alpha / beta): -0.387 / -0.465 Ha
HOMO-LUMO gap (alpha / beta): 0.232 / 0.200 Ha
spin multiplicity: 3

***

Tell me which of them is the least stable. Sure, it is A.

***

## A
The following is a quantum chemistry calculation of 2 unconnected molecules or ions with the total composition C2H8NO2P, from OMol25.

Each line ends with the Löwdin charge.
Geometry (Å):
1 C 0.98045 -0.42180 1.23399  -0.1144
2 C -0.13510 0.60886 1.20624  -0.5001
3 N 0.06508 -0.97017 -2.26056  -0.0729
4 O -0.68199 1.50651 -2.30862  -0.3028
5 O -1.32380 0.23658 0.62309  -0.2827
6 P -0.99217 0.18081 -1.93368  0.7270
7 H 0.58325 -1.26666 0.60429  0.0516
8 H 1.80435 0.01838 0.53149  0.0903
9 H 1.33644 -0.67460 2.24874  0.0660
10 H 0.21621 1.52337 0.63100  0.0970
11 H -0.34689 1.06211 2.18928  0.1054
12 H 0.84738 -1.07940 -2.79669  0.0449
13 H -0.10543 -1.78448 -1.72319  0.0521
14 H -2.16816 -0.49340 -2.25584  0.0386

Summary:
net charge: 0
highest occupied orbital energy (alpha / beta): -0.315 / -0.314 Ha
HOMO-LUMO gap (alpha / beta): 0.292 / 0.291 Ha

***

## B
The following is a quantum chemistry calculation of a molecular structure, C2H8NO2P, from OMol25.

Each line ends with the Löwdin charge.
Geometry (Å):
1 C -0.56872 1.41796 -0.67927  -0.1470
2 C 0.43390 0.50396 -0.07759  -0.2824
3 N 0.42419 -1.20363 -1.03929  -0.0565
4 O 1.24435 -1.15019 2.04283  -0.1468
5 O -0.46873 0.67919 2.53682  -0.3665
6 P -0.03661 -0.32407 1.54752  0.5671
7 H -1.60782 1.08669 -0.77215  0.0963
8 H -0.24777 1.73339 -1.61524  0.0533
9 H -0.51927 2.31091 -0.18494  0.0516
10 H 1.42191 0.95159 -0.31001  0.1042
11 H 0.43039 -0.89219 -2.05602  0.0252
12 H 1.32850 -1.75185 -0.81430  0.0369
13 H 1.37840 -0.66637 2.79720  0.0058
14 H -1.10556 -1.22006 1.29274  0.0589

Summary:
net charge: 0
highest occupied orbital energy: -0.358 Ha
HOMO-LUMO gap: 0.392 Ha

***

Tell me which of them is the least stable. Sure, it is A.